# 1
C37H29GeN3O2V | the ωB97M-V functional and the def2-TZVPD basis

Atoms and positions in Å:
C (-0.130, 4.197, -0.917)
H (-2.148, 2.043, -2.554)
H (0.768, -0.894, -2.522)
C (-0.704, 2.975, -1.266)
C (-0.953, -3.659, 1.362)
C (-2.339, -3.839, 1.617)
H (-3.126, 4.610, 2.370)
C (2.868, 1.779, -0.058)
C (-2.419, 3.886, 2.763)
C (3.834, -1.828, -0.747)
H (4.940, 2.208, 0.305)
H (-3.931, -5.178, 2.060)
H (5.602, 1.903, -2.063)
H (0.960, 1.094, 1.780)
H (-1.035, 2.794, 5.640)
V (-0.216, -0.925, 2.254)
C (2.508, -3.476, -1.812)
C (4.197, 1.952, -0.441)
C (1.558, -3.279, -0.846)
C (-0.296, -0.960, -2.327)
H (4.737, -1.221, -0.693)
H (-0.033, -6.921, 1.785)
H (-2.746, 0.328, -0.385)
H (4.471, -2.852, -2.539)
H (-2.861, 4.144, -3.626)
C (1.888, 1.436, -0.988)
H (2.326, -4.202, -2.600)
Ge (0.006, 1.316, -0.425)
C (-0.526, 5.387, -1.520)
C (-0.674, 1.962, 3.724)
C (-1.514, 5.369, -2.496)
H (-0.067, 6.322, -1.223)
N (0.873, -2.058, 1.117)
C (-0.141, -4.814, 1.450)
H (-2.581, 4.569, 4.801)
H (-2.478, -7.207, 2.141)
C (-2.995, -1.280, -1.766)
C (-1.685, 2.975, -2.250)
H (-0.523, -2.654, -3.628)
C (-2.058, -6.231, 1.931)
H (0.640, 4.229, -0.151)
C (-1.025, -1.972, -2.952)
H (0.926, -4.702, 1.309)
H (0.619, -3.816, -0.851)
C (-2.092, 4.168, -2.862)
C (-2.259, -0.289, -1.135)
C (3.605, 1.459, -2.710)
C (-0.862, 2.040, 2.317)
C (-1.249, 2.885, 4.580)
C (-0.693, -6.060, 1.726)
C (-0.020, 0.756, 4.370)
H (2.603, 1.893, 0.984)
H (-2.059, 3.065, 0.839)
C (-2.374, -2.127, -2.680)
H (-4.043, -1.414, -1.522)
N (-0.517, -2.419, 1.013)
C (1.783, -2.305, 0.181)
H (-2.938, -2.925, -3.150)
C (4.566, 1.783, -1.767)
H (1.538, 1.076, -3.082)
C (-2.864, -5.087, 1.879)
N (2.942, -1.593, 0.208)
H (-1.829, 6.293, -2.969)
C (3.699, -2.739, -1.789)
C (-2.119, 3.868, 4.116)
H (3.882, 1.326, -3.750)
C (-0.084, 1.113, 1.448)
C (-0.901, -0.099, -1.415)
O (0.878, 0.876, 5.186)
O (-0.609, -0.389, 4.059)
H (-2.972, -2.959, 1.599)
C (2.277, 1.298, -2.321)
C (-1.805, 2.997, 1.888)

The lowest unoccupied orbital energy (alpha / beta) is 0.165 / 0.165 Eh. The relative energy (zero: lowest compared OMol25 entry of this formula, charge and spin) comes out at 41.2 kJ/mol. The calculation puts the orbital gap (alpha / beta) at 4.677 / 5.631 eV. Its charge is -2. The multiplicity is 4.



# 2
C2H6NP | the ωB97M-V functional and the def2-TZVPD basis

Atoms and positions in Å:
H (-0.494, -2.082, 1.295)
H (-0.263, 1.840, 0.291)
H (-0.783, 0.641, 1.706)
C (1.262, 0.002, -1.183)
P (0.086, -0.544, -0.151)
C (-0.853, 0.917, 0.582)
N (-0.150, -1.994, 0.261)
H (1.115, 0.975, -1.459)
H (-1.946, 0.884, 0.411)
H (2.025, -0.640, -1.753)

The lowest unoccupied orbital energy is 0.024 Eh. The relative energy (zero: lowest compared OMol25 entry of this formula, charge and spin) comes out at 68.1 kJ/mol. The calculation puts the orbital gap at 9.147 eV.



# 3
C6H12 | the ωB97M-V functional and the def2-TZVPD basis

Atoms and positions in Å:
C (2.377, -0.541, -0.246)
H (0.963, -1.536, 1.472)
H (1.556, 0.725, 1.502)
H (1.958, -1.469, -0.613)
H (-1.566, -1.219, 0.533)
H (3.320, -0.647, 0.280)
H (-2.760, -0.527, -0.618)
C (-0.040, 0.459, -1.451)
H (2.548, 0.121, -1.133)
H (0.901, 0.579, -1.989)
H (-1.590, 1.752, -0.004)
H (-0.961, 0.404, -2.019)
C (-1.362, 0.860, 0.573)
C (0.025, 0.568, -0.080)
C (-2.299, -0.417, 0.373)
H (-3.055, -0.335, 1.168)
C (1.231, 0.158, 0.612)
H (-1.245, 1.065, 1.640)

The lowest unoccupied orbital energy is -0.008 Eh. The relative energy (zero: lowest compared OMol25 entry of this formula, charge and spin) comes out at 475.1 kJ/mol. The calculation puts the orbital gap at 8.114 eV.



# 4
C8H17NO | the ωB97M-V functional and the def2-TZVPD basis

Atoms and positions in Å:
H (-0.498, -1.354, 1.368)
C (1.728, 0.102, -0.069)
H (-1.299, 2.219, -0.154)
H (1.794, -2.043, -0.215)
O (1.106, -0.758, -2.085)
C (2.220, -1.242, 0.383)
H (0.963, -0.375, -2.959)
H (3.315, 1.339, 0.660)
C (-2.087, -1.072, -0.919)
H (-2.849, -0.606, 1.656)
H (-1.398, -1.231, -1.742)
H (1.921, 1.226, 1.750)
H (-3.085, -0.903, -1.323)
C (2.225, 1.296, 0.700)
C (-1.683, 0.110, -0.080)
H (1.830, 2.223, 0.289)
H (-0.273, 1.188, -1.211)
C (-2.118, 0.132, 1.345)
H (-2.113, -1.985, -0.326)
H (-2.297, 1.114, 1.767)
H (-0.028, 0.327, 1.882)
H (3.310, -1.279, 0.288)
H (-2.007, 1.537, -1.639)
C (-0.674, -0.293, 1.276)
H (1.971, -1.399, 1.436)
C (-1.343, 1.344, -0.799)
N (1.366, 0.383, -1.279)

The lowest unoccupied orbital energy is 0.033 Eh. The relative energy (zero: lowest compared OMol25 entry of this formula, charge and spin) comes out at 421.1 kJ/mol. The calculation puts the orbital gap at 9.430 eV. Its SMILES is CC1(C)CC1.CC(C)=NO.



# 5
C2H6N2O2 | the ωB97M-V functional and the def2-TZVPD basis

Atoms and positions in Å:
O (-1.089, 1.731, 0.377)
H (-1.232, -1.484, 0.609)
N (1.140, 0.635, -1.148)
H (-1.596, 1.647, -0.443)
C (0.579, 0.022, -0.249)
N (-1.592, -0.539, 0.583)
H (-0.096, 0.581, 1.657)
H (1.364, -1.002, -0.486)
C (-0.550, 0.466, 0.664)
H (-2.272, -0.409, 1.322)
H (3.145, -0.749, -1.363)
O (2.198, -0.900, -1.524)

The lowest unoccupied orbital energy (alpha / beta) is -0.010 / -0.010 Eh. The relative energy (zero: lowest compared OMol25 entry of this formula, charge and spin) comes out at 526.4 kJ/mol. The calculation puts the orbital gap (alpha / beta) at 9.455 / 9.456 eV.